Entry 1:
DFT (the ωB97M-V functional and the def2-TZVPD basis) results for C18H32CoGeN4O2PSSe as an isolated structure in a non-equilibrium geometry.

Values from the calculation:
- HOMO level (spin up / spin down) (eV) = -10.64 / -10.64
- frontier orbital gap (spin up / spin down) (eV) = 7.50 / 7.94

```
! wB97M-V def2-TZVPD RIJCOSX def2/J DEFGRID3
* xyz 1 2
Co -0.801 -0.759 0.745
N 5.200 -1.415 -4.056
C 4.280 -1.594 -3.068
C 4.010 -0.571 -2.148
C 3.099 -0.764 -1.131
C 2.448 -1.989 -1.018
C 2.704 -3.021 -1.926
C 3.608 -2.823 -2.940
S 1.297 -2.281 0.218
O 1.533 -3.537 0.856
O 1.249 -1.074 1.100
N -0.161 -2.152 -0.464
C -1.215 -2.996 -0.123
N -2.204 -2.224 0.380
C -3.337 -2.836 0.740
C -3.471 -4.197 0.588
C -2.372 -4.893 0.087
N -1.231 -4.307 -0.270
H 5.598 -0.509 -4.220
H 5.311 -2.099 -4.781
H 4.530 0.375 -2.233
H 2.900 0.027 -0.420
H 2.197 -3.973 -1.829
H 3.815 -3.621 -3.642
H -4.130 -2.217 1.142
H -4.385 -4.706 0.854
H -2.415 -5.970 -0.034
C -2.678 0.021 3.757
P -1.114 -0.516 3.021
C -0.869 -2.205 3.633
C 0.153 0.469 3.854
H -2.642 -0.050 4.845
H -3.496 -0.602 3.393
H -2.882 1.053 3.474
H -0.833 -2.188 4.724
H 0.062 -2.626 3.250
H -1.695 -2.844 3.315
H 0.074 0.359 4.937
H 0.033 1.520 3.592
H 1.140 0.139 3.529
C 0.075 5.784 -0.111
Ge 0.009 4.116 -1.080
C 1.765 3.496 -1.615
C -1.178 4.249 -2.606
C -0.673 2.745 0.152
Se -1.101 1.076 -0.765
C -3.018 1.294 -0.881
H 0.478 6.573 -0.748
H 0.708 5.702 0.773
H -0.928 6.076 0.202
H 2.159 4.092 -2.439
H 1.707 2.457 -1.948
H 2.462 3.560 -0.777
H -0.732 4.884 -3.372
H -2.129 4.694 -2.310
H -1.363 3.269 -3.048
H -1.560 3.066 0.698
H 0.093 2.488 0.885
H -3.234 2.165 -1.495
H -3.435 1.408 0.116
H -3.414 0.404 -1.362
*
```

---

Entry 2:
DFT (the ωB97M-V functional and the def2-TZVPD basis) results for one molecule with the formula C4H12N2O3S in a non-equilibrium geometry.

Values from the calculation:
- HOMO level (eV) = -8.97
- SMILES = CN(C)[C@@](C)(O)S(N)(=O)=O
- frontier orbital gap (eV) = 9.65

```
! wB97M-V def2-TZVPD RIJCOSX def2/J DEFGRID3
* xyz 0 1
C 1.713 0.437 -1.326
N 1.310 0.430 0.058
C 1.357 1.699 0.826
C 0.212 -0.386 0.392
C 0.158 -1.856 -0.113
O -0.052 -0.489 1.810
S -1.475 0.304 -0.247
N -2.620 -0.944 0.202
O -1.514 0.290 -1.703
O -1.932 1.480 0.495
H 1.435 -0.537 -1.773
H 1.040 1.101 -1.915
H 2.748 0.648 -1.490
H 1.883 1.491 1.869
H 2.050 2.185 0.255
H 0.519 2.285 0.978
H -0.509 -2.306 0.727
H 1.187 -2.239 -0.229
H -0.494 -1.793 -0.938
H -0.748 0.144 2.073
H -3.338 -0.522 0.615
H -2.931 -1.423 -0.564
*
```